Here is 11 unconnected molecules or ions with the total composition C33H66O11 in a non-equilibrium geometry from OMol25. Energies are from ωB97M-V/def2-TZVPD.

Results
E_LUMO, Eh: 0.00509
Relative energy (zero: lowest compared OMol25 entry of this formula, charge and spin), kJ/mol: 50.33

Structure (XYZ):
```
110
Properties=species:S:1:pos:R:3:forces:R:3:mulliken_charge:R:1
C 3.570 -2.999 0.435 -0.12 0.90 -0.32 0.075
C 4.231 -3.818 -0.634 0.73 -0.75 -0.35 0.583
C 5.599 -3.350 -1.087 0.02 -0.07 0.05 -0.887
O 3.762 -4.844 -1.059 -0.34 0.10 0.09 -0.572
H 2.584 -2.656 0.114 -0.15 -0.40 0.11 0.141
H 4.140 -2.081 0.599 0.08 -0.10 0.28 -0.018
H 3.505 -3.580 1.351 -0.11 -0.03 0.00 -0.070
H 6.153 -3.005 -0.211 0.08 0.27 -0.17 0.379
H 5.475 -2.562 -1.832 0.05 0.21 0.21 -0.027
H 6.169 -4.141 -1.571 -0.23 -0.17 0.02 0.332
C 4.332 1.264 2.754 -0.33 0.70 0.21 -1.376
C 3.634 0.982 1.444 0.33 0.48 0.30 0.758
C 4.280 1.426 0.171 0.63 -0.42 -0.72 -0.795
O 2.571 0.411 1.397 -0.23 -0.19 0.11 -0.063
H 4.653 2.309 2.800 0.13 -0.05 -0.29 0.420
H 5.224 0.661 2.918 -0.07 -0.20 -0.08 0.330
H 3.615 1.171 3.567 0.13 -0.48 0.04 0.198
H 3.510 1.619 -0.573 0.05 0.01 -0.03 0.055
H 4.874 0.567 -0.174 -0.22 -0.08 -0.11 0.210
H 5.020 2.225 0.186 -0.29 0.25 0.49 0.454
C -0.636 3.867 -3.439 0.15 -0.60 0.73 -1.279
C -0.191 2.599 -4.135 -0.31 0.19 -0.27 0.885
C -1.210 1.854 -4.950 -0.37 0.10 -0.79 -0.985
O 0.934 2.167 -4.043 0.27 0.06 0.18 -0.541
H -0.607 4.765 -4.051 0.01 -0.13 -0.28 0.450
H 0.024 3.995 -2.580 -0.02 0.25 -0.06 0.296
H -1.650 3.715 -3.066 -0.04 0.20 -0.04 0.339
H -1.555 0.940 -4.464 0.12 0.06 0.21 0.070
H -0.754 1.575 -5.902 0.08 -0.17 0.12 0.370
H -2.093 2.445 -5.196 0.01 0.09 0.22 0.437
C -2.132 -2.422 -3.936 -0.13 0.22 -0.03 -0.499
C -1.205 -2.067 -5.077 -0.21 -0.42 0.33 0.461
C 0.201 -1.609 -4.758 -0.42 -0.20 -0.25 -0.311
O -1.597 -2.185 -6.214 0.20 0.20 -0.24 -0.616
H -3.150 -2.382 -4.319 -0.04 0.04 0.09 0.376
H -2.017 -1.752 -3.082 0.02 -0.07 0.00 -0.174
H -1.953 -3.448 -3.605 0.21 0.02 0.01 0.450
H 0.162 -0.574 -4.413 0.07 0.04 -0.08 -0.319
H 0.764 -1.695 -5.685 0.26 0.18 0.15 0.255
H 0.648 -2.205 -3.963 0.00 -0.09 -0.02 0.400
C -0.605 -0.765 0.626 -0.60 0.68 0.21 0.175
C -0.970 0.069 -0.577 1.21 -1.12 0.59 0.252
C -0.025 1.200 -0.867 -0.74 1.47 -0.21 0.895
O -1.876 -0.248 -1.302 -0.59 0.38 -0.51 -0.809
H 0.475 -0.807 0.749 0.01 -0.18 -0.01 -0.110
H -1.117 -1.723 0.637 0.19 -0.11 -0.11 0.486
H -1.014 -0.189 1.468 0.15 -0.13 0.17 -0.257
H -0.598 2.069 -1.213 -0.07 -0.28 -0.42 -0.028
H 0.662 0.898 -1.657 0.09 0.01 0.05 -0.591
H 0.507 1.629 -0.019 0.27 -0.72 0.22 -0.242
C -5.651 -2.776 1.145 0.18 0.72 0.03 -0.966
C -5.531 -2.622 -0.356 -0.50 -0.86 0.38 0.803
C -4.329 -3.261 -0.994 0.27 0.48 -0.59 -0.549
O -6.387 -2.047 -0.986 0.16 0.22 -0.21 -0.600
H -5.969 -3.763 1.478 0.15 -0.16 -0.29 0.439
H -6.381 -2.050 1.497 -0.06 -0.08 0.02 0.172
H -4.681 -2.528 1.579 -0.05 -0.22 0.22 0.173
H -4.534 -3.518 -2.033 -0.16 -0.13 0.10 0.342
H -3.940 -4.113 -0.443 -0.05 -0.01 0.09 0.387
H -3.546 -2.494 -1.053 0.04 -0.06 0.22 -0.155
C -4.172 1.584 1.115 0.58 -0.20 0.30 -0.552
C -4.454 0.457 2.080 -0.84 -0.16 -1.34 1.035
C -5.862 0.443 2.650 0.30 -0.68 0.54 -1.762
O -3.697 -0.472 2.203 0.48 -0.10 0.60 -0.496
H -3.167 1.519 0.697 0.08 -0.02 0.25 -0.254
H -4.296 2.531 1.641 -0.27 0.21 -0.40 0.249
H -4.837 1.452 0.261 -0.30 0.39 0.16 0.523
H -6.609 0.467 1.856 0.10 0.50 -0.09 0.371
H -5.992 1.247 3.373 -0.21 0.17 -0.19 0.416
H -6.031 -0.508 3.156 0.19 0.09 0.19 0.427
C 1.573 -2.048 3.297 0.20 -0.29 0.19 0.508
C 1.362 -3.529 3.236 -0.30 -0.24 -0.05 0.485
C 2.380 -4.409 3.937 -0.57 -0.29 0.16 -1.321
O 0.435 -4.005 2.626 -0.06 -0.15 -0.01 -0.552
H 1.763 -1.771 4.336 0.29 0.20 -0.12 0.501
H 0.725 -1.493 2.916 -0.08 -0.14 -0.11 -0.501
H 2.441 -1.859 2.663 0.08 0.40 0.26 -0.117
H 3.375 -4.255 3.523 0.09 -0.01 0.12 0.307
H 2.064 -5.446 3.838 0.18 0.00 -0.30 0.337
H 2.389 -4.221 5.013 0.19 0.35 -0.05 0.400
C 5.453 -0.052 -3.847 -0.25 -0.81 0.15 -1.371
C 4.171 -0.805 -3.569 -0.56 0.95 -0.35 0.514
C 2.978 -0.029 -3.008 0.65 -1.14 0.37 0.878
O 4.030 -1.975 -3.826 0.29 -0.23 0.09 -0.564
H 5.287 0.572 -4.725 0.04 0.22 0.11 0.430
H 6.218 -0.795 -4.072 0.17 0.20 0.03 0.359
H 5.709 0.550 -2.975 0.14 0.19 -0.14 0.269
H 2.996 1.054 -3.050 0.02 0.01 -0.32 0.538
H 2.959 -0.342 -1.955 -0.19 0.16 0.05 -0.201
H 2.129 -0.503 -3.490 -0.25 0.50 0.08 -0.833
C -0.678 4.700 1.517 0.16 0.22 0.73 -0.684
C -2.056 4.784 0.921 0.08 0.25 -0.42 0.930
C -3.113 5.459 1.753 -0.11 0.23 -0.09 -1.385
O -2.278 4.380 -0.197 -0.10 -0.20 -0.08 -0.529
H -0.036 5.482 1.105 -0.08 -0.07 -0.28 0.359
H -0.217 3.731 1.337 -0.03 0.00 -0.15 -0.108
H -0.699 4.890 2.592 0.02 -0.18 -0.01 0.353
H -3.074 5.049 2.763 -0.22 0.12 0.07 0.336
H -4.100 5.395 1.301 0.02 -0.38 0.02 0.329
H -2.907 6.532 1.805 0.30 -0.07 0.19 0.422
C 0.563 1.145 3.918 0.08 0.96 0.04 0.072
C -0.393 2.210 4.438 0.20 -0.63 0.74 0.563
C -1.780 1.760 4.828 -0.24 -0.22 -0.44 -0.977
O -0.013 3.344 4.595 -0.10 0.36 -0.20 -0.603
H 1.569 1.478 4.165 0.01 0.01 0.07 0.088
H 0.520 1.165 2.828 -0.12 -0.42 -0.03 -0.220
H 0.410 0.158 4.335 -0.31 -0.08 -0.18 0.310
H -2.370 2.537 5.306 0.18 0.15 -0.01 0.379
H -1.740 0.879 5.470 0.12 0.04 0.05 0.388
H -2.301 1.421 3.925 0.01 0.00 0.01 -0.057
```
Positions in Å, forces in eV/Å.